Entry 1:
Below is a 2-piece molecular cluster, C2H7N overall at a distorted geometry, with properties calculated with ωB97M-V/def2-TZVPD.

The frontier orbital gap is 11.454 eV. The calculation puts the HOMO energy at -10.28 eV. Its SMILES is C=N.C. The charge is 0.

```
10
C2H7N, DFT ωB97M-V/def2-TZVPD
C -0.67 1.21 4.28
N -1.66 0.45 4.56
H -0.20 1.28 3.29
H -0.45 2.09 4.88
H -1.66 0.56 5.60
C 0.99 -1.17 -4.57
H 0.73 -0.21 -5.06
H 1.98 -1.04 -4.14
H 0.39 -1.22 -3.63
H 0.56 -1.94 -5.20
```

Entry 2:
Below is a 2-piece molecular cluster, C5H14S overall at a distorted geometry, with properties calculated with ωB97M-V/def2-TZVPD.

The frontier orbital gap is 9.464 eV. The calculation puts the HOMO energy at -8.51 eV. Its SMILES is CCC.CSC. The charge is 0.

```
20
C5H14S, DFT ωB97M-V/def2-TZVPD
C -2.87 -0.27 0.08
C -2.31 0.15 1.42
C -3.07 -0.21 2.71
H -2.37 -1.06 -0.48
H -3.91 -0.59 0.15
H -2.84 0.56 -0.63
H -2.16 1.24 1.34
H -1.28 -0.11 1.62
H -3.03 -1.29 2.85
H -4.12 0.09 2.63
H -2.71 0.33 3.58
C 0.80 0.17 -1.76
S 2.47 -0.36 -1.33
C 2.81 0.70 0.04
H 0.81 1.19 -2.16
H 0.39 -0.50 -2.51
H 0.12 0.23 -0.91
H 3.72 0.21 0.40
H 2.09 0.82 0.85
H 2.99 1.77 -0.17
```